Entry 1:
Formula: C11H23FHoNO2P2
Source: the Open Molecules 2025 dataset
Level of theory: wB97M-V/def2-TZVPD

Geometry as XYZ:
```
41
Properties=species:S:1:pos:R:3
Ho 0.02911 0.13043 1.80248
P 2.47243 -0.48535 1.07104
P -2.44621 0.40969 0.98188
F -0.08817 1.93402 2.76090
O -0.22687 -4.08136 -0.35430
O -2.02671 -2.20580 -2.79340
N 0.26129 0.97625 -0.43163
C -0.87732 1.27013 -1.18641
C -0.73290 2.00907 -2.39636
C 2.87174 -1.88024 -0.03540
C 0.51100 2.43910 -2.80146
C -2.17254 0.84492 -0.71898
C -3.11084 1.87325 1.84875
C 3.71326 -0.39995 2.40211
C -3.50528 -1.05474 1.20931
C 1.64479 2.13567 -2.04014
C 1.47929 1.38600 -0.86735
C 2.69246 1.04412 0.00916
H 3.62509 -1.31248 3.02557
H 3.59727 0.84161 -0.58464
H -0.67784 -3.65439 -1.11604
H -1.65229 2.23683 -2.96252
H 3.48801 0.47103 3.05019
H 2.16559 -1.87364 -0.89223
H 2.71805 -2.82883 0.52251
H -3.05657 1.03887 -1.33830
H -2.40457 2.70867 1.72574
H -4.46099 -0.84635 0.69980
H -0.32322 -1.77636 1.94681
H -3.18744 1.66854 2.92845
H -3.64595 -1.22926 2.29328
H -2.98330 -1.92969 0.78006
H -2.67239 -2.44518 -3.49889
H 0.61977 3.01662 -3.73021
H 4.71879 -0.31398 1.94631
H -4.08885 2.11525 1.40883
H 0.51329 -3.50571 -0.12641
H 3.92204 -1.75647 -0.37091
H 2.90174 1.87367 0.71631
H 2.65280 2.45368 -2.33314
H -2.25758 -1.29765 -2.55080
```

lowest unoccupied orbital energy (alpha / beta)	-10.839 / -11.100	eV
2S+1	5
total charge	+2
<S²>	6.0677
gap between HOMO and LUMO (alpha / beta)	3.960 / 3.468	eV
total energy	-2368.173508	hartree

Löwdin atomic charge list, values in e, 4 entries: 1.058, 0.741, 0.774, -0.554

***

Entry 2:
Formula: C4H31N2O13
Source: the Open Molecules 2025 dataset
Level of theory: wB97M-V/def2-TZVPD

Geometry as XYZ:
```
50
Properties=species:S:1:pos:R:3
O 2.19263 2.10382 2.19531
O 2.35720 3.41447 -2.05781
O -2.71678 0.94631 -4.10062
O -0.24965 3.69486 -2.19385
O 1.42757 -4.42590 1.03796
O -1.98884 2.24535 -1.85125
O -2.03376 0.05578 2.49550
O -0.94614 -2.45004 3.92842
O 2.05398 -0.41881 3.54172
O -1.70069 -3.40443 -1.31444
O -1.92408 -2.51676 1.27900
O 4.59348 1.58210 -1.14036
O -2.83928 -0.43044 -1.43586
N 1.15514 -1.84724 -0.87312
N -0.79132 1.69137 0.58708
C -0.05927 1.80805 -0.67984
C 0.34972 0.55442 -1.52749
C -0.85430 2.76292 -1.64649
C 0.61951 -0.57548 -0.45771
H -2.40594 -1.20407 -1.81519
H -0.21210 -2.63234 4.52502
H -3.45101 1.08413 -3.49482
H 0.50281 -4.43956 1.28416
H 1.77655 -0.40625 4.46653
H -0.30327 -0.69795 0.09265
H -2.42919 -1.72676 1.07034
H 0.92712 2.18636 -0.37469
H -1.40658 0.89524 0.47108
H 3.89341 2.05886 -1.62067
H -1.64150 -2.66163 2.18758
H -2.31868 0.91955 2.23983
H 1.34648 2.38601 1.81632
H 1.50466 3.45314 -2.55330
H -2.65812 -3.47566 -1.21275
H -0.40839 0.17575 -2.20451
H 2.06839 -1.80849 -1.28502
H -1.37761 2.46489 0.77001
H -2.38103 0.36256 -1.77054
H 4.10259 0.76589 -0.97364
H 1.31002 0.79065 -1.96227
H -1.10494 0.09279 2.22882
H 2.22739 4.09468 -1.40623
H -0.61993 -1.65735 3.48392
H -2.00294 1.31128 -3.54839
H 1.46925 -3.57153 0.57387
H 2.66076 1.80051 1.40654
H 1.87652 0.50902 3.30623
H 0.49224 -2.46836 -1.30827
H -1.47124 -3.23591 -0.38220
H 1.38915 -0.15580 0.20341
```

lowest unoccupied orbital energy	2.268	eV
total charge	-1
gap between HOMO and LUMO	8.029	eV
total energy	-1258.738139	hartree

Löwdin atomic charge list, values in e, 4 entries: -0.056, -0.082, -0.087, -0.019

***

Entry 3:
Formula: C26H33Cl5N3O4PtSSb2
Source: the Open Molecules 2025 dataset
Level of theory: wB97M-V/def2-TZVPD

Geometry as XYZ:
```
75
Properties=species:S:1:pos:R:3
Pt -0.15029 -0.59919 -0.01830
Sb -0.04956 -2.60868 1.64580
Sb 2.11398 -1.34940 -0.98822
Cl -3.12296 -3.73971 -3.86867
Cl -5.44632 -0.71936 -0.02540
Cl -2.50096 0.12318 0.92012
Cl -0.31190 -2.85608 -2.85186
Cl -5.69806 -2.69021 -2.47339
S -2.05100 4.59875 0.56616
O -1.49300 4.43289 -3.92305
O -0.95840 4.67604 1.50999
O -2.53338 3.26637 0.23011
O -2.18659 2.48539 -4.57620
N -1.60387 3.22948 -3.82646
N -0.27286 1.08745 -1.26130
N -0.29591 3.24116 -1.67444
C 1.68026 -2.30812 2.88014
C -1.73293 -2.56688 2.91439
C -2.81181 -1.01820 -0.36057
C -1.67012 -1.50552 -0.95195
C -0.17047 4.69553 -1.41613
C -0.99582 2.59414 -2.67360
C -3.40289 5.61749 1.09812
C -1.47619 5.34042 -0.95720
C 4.60469 -4.64734 2.38304
C 0.89068 2.50238 0.42308
C 3.31686 -0.89407 0.75379
C 4.96291 -2.73874 0.98086
C -4.07869 -1.35946 -0.80226
C -0.98595 1.26760 -2.42039
C 2.56099 -0.09685 -2.61810
C 3.39900 -4.10339 2.79864
C -4.17013 -2.23124 -1.89756
C -1.73706 -2.33176 -2.04912
C 0.11327 2.29137 -0.82555
C 2.60436 -3.33255 -1.48625
C -3.73423 5.34925 2.56033
C 2.95272 -2.87445 2.31547
C 5.39787 -3.95544 1.47908
C -3.00605 -2.70691 -2.52282
C 3.74350 -2.19004 1.37686
C 0.04875 -4.56703 0.87317
H -2.89323 5.59802 3.20309
H 1.07383 -4.92879 0.94227
H -1.41901 0.47210 -3.00099
H 2.42385 -3.48787 -2.54603
H 4.93607 -5.59445 2.78642
H -1.27674 6.39394 -0.75833
H 1.73351 -1.23961 3.08991
H 1.87838 2.92087 0.21777
H 2.75572 -0.23448 1.41357
H -4.58332 5.96940 2.84024
H 0.36732 3.16651 1.11535
H -2.26609 5.26350 -1.70252
H 4.16252 -0.32999 0.35622
H 0.58972 4.80476 -0.64549
H 2.47549 0.94027 -2.30379
H 6.35591 -4.35410 1.17466
H -4.22940 5.37637 0.42807
H -0.30768 -4.59854 -0.15448
H 2.81132 -4.62684 3.54404
H 3.66457 -3.43171 -1.25382
H -4.00938 4.30747 2.72207
H -1.80187 -1.60502 3.41536
H -2.63400 -2.75717 2.33447
H 1.42008 -2.80370 3.81634
H 3.58575 -0.31910 -2.91709
H -0.59405 -5.18173 1.50196
H 0.17790 5.17848 -2.32329
H 2.03309 -4.03691 -0.89023
H -3.09687 6.65169 0.93058
H -1.59104 -3.36145 3.64659
H 1.04260 1.53687 0.92727
H 1.87820 -0.30594 -3.43952
H 5.59436 -2.19117 0.28895
```

lowest unoccupied orbital energy	-10.943	eV
total charge	+3
gap between HOMO and LUMO	5.869	eV
total energy	-4773.632938	hartree

Löwdin atomic charge list, values in e, 4 entries: 0.744, 1.403, 1.416, 0.802

***

Entry 4:
Formula: C10H23BBrO3
Source: the Open Molecules 2025 dataset
Level of theory: wB97M-V/def2-TZVPD

Geometry as XYZ:
```
38
Properties=species:S:1:pos:R:3
Br -0.08655 -2.16237 0.69529
O 0.26633 -0.37322 -1.30030
O 0.31495 -0.93298 -4.51716
O 2.14640 0.69155 -0.48573
C -0.00484 -0.24310 0.04636
C -1.61981 0.09997 2.66301
C -1.35797 0.47645 0.10228
C 3.31709 -0.72213 1.56255
C 1.95452 -0.08225 1.84649
C 1.27212 0.54629 0.59590
C 0.94765 2.00934 0.97816
C -3.32537 -0.85752 1.05730
C -0.70705 -0.16935 -5.12279
C -2.31967 0.24884 1.29923
B 1.76089 -0.33193 -1.49367
H 0.39494 2.09939 1.91255
H 1.31115 -0.80445 2.33630
H 3.45001 -0.96915 0.51942
H -3.93701 -1.03951 1.93885
H 2.11613 0.70493 2.57572
H -2.90839 1.16223 1.38623
H 1.93946 -0.06175 -2.65631
H 0.19437 -0.86919 -3.55851
H -0.64884 0.88040 -4.81486
H 3.45685 -1.63561 2.13618
H -1.88108 0.14942 -0.78821
H -2.85764 -1.79793 0.78946
H 1.91263 2.47294 1.14611
H -4.00026 -0.58228 0.24951
H -2.16653 0.67529 3.40698
H 0.47161 2.54601 0.16514
H 4.10908 -0.04598 1.87139
H -1.21123 1.54276 -0.00210
H 2.19153 -1.41258 -1.07971
H -1.60128 -0.93193 2.99158
H -0.57287 -0.22583 -6.20294
H -0.62115 0.50491 2.62193
H -1.70019 -0.55973 -4.87165
```

lowest unoccupied orbital energy	3.201	eV
total charge	-1
gap between HOMO and LUMO	7.693	eV
total energy	-3219.483015	hartree

Löwdin atomic charge list, values in e, 4 entries: 0.756, -0.156, -0.133, -0.063

***

Entry 5:
Formula: C2H10N4O
Source: the Open Molecules 2025 dataset
Level of theory: wB97M-V/def2-TZVPD

Geometry as XYZ:
```
17
Properties=species:S:1:pos:R:3
O 1.48877 -0.10391 -2.25220
N 0.13566 -0.78995 1.44607
N 2.34643 0.29785 -0.13150
N -0.83218 0.34636 -1.15284
N -0.86896 0.76047 0.02776
C -2.12726 0.73169 0.72146
C 2.34811 -0.25391 -1.29027
H 1.08137 -0.42876 1.13668
H 0.38368 0.10458 -1.76349
H -1.88956 0.46608 1.75497
H -2.83877 -0.00670 0.32772
H 3.08206 -1.05134 -1.44933
H 0.12851 -0.88070 2.45661
H 1.69709 1.08979 -0.10765
H -1.56721 -0.32218 -1.44342
H -0.02420 -1.69727 1.02017
H -2.54354 1.73789 0.69925
```

lowest unoccupied orbital energy	-0.130	eV
gap between HOMO and LUMO	8.921	eV
total energy	-376.361826	hartree

Löwdin atomic charge list, values in e, 4 entries: -0.099, 0.025, 0.021, 0.073